[1]
80
Properties=species:S:1:pos:R:3 method="wB97M-V/def2-TZVPD" charge=+1 homo_energy_ev="-10.0975 / -10.0996" molar_mass_g_mol=765.88 largest_force_ev_per_a=0.3 lumo_energy_ev="-3.22 / -3.63" s_squared=0.756 spin_multiplicity=2 relative_energy_kcal_mol=16.7
Ru 0.6286 -0.8516 -0.4403
N 2.4695 -0.3950 3.2703
C 1.4555 0.1603 4.1041
C 1.7496 1.1140 5.0616
C 0.7203 1.6498 5.8243
C -0.5943 1.2675 5.5988
C -0.8862 0.3331 4.6142
C 0.1468 -0.2423 3.8912
S -0.1392 -1.5312 2.7202
N 1.0301 -1.0584 1.5547
C 2.1638 -0.6092 1.9525
C 3.1391 -0.2735 0.8814
C 4.4571 0.0732 1.1065
C 5.2684 0.3733 0.0200
C 4.7321 0.3337 -1.2541
C 3.4028 -0.0159 -1.4066
N 2.6304 -0.3285 -0.3676
H 3.3823 -0.0072 3.4462
H 2.7728 1.4360 5.2166
H 0.9505 2.3808 6.5870
H -1.3951 1.6989 6.1829
H -1.9095 0.0398 4.4187
H 4.8732 0.1035 2.1032
H 6.3046 0.6404 0.1755
H 5.3234 0.5757 -2.1249
H 2.9250 -0.0380 -2.3753
C 0.2337 -5.6439 2.2016
C -1.0253 -5.2803 1.7421
C -1.1633 -4.2821 0.7914
C -0.0327 -3.6294 0.3062
C 1.2303 -4.0120 0.7457
C 1.3613 -5.0160 1.6927
N -0.1458 -2.5517 -0.6269
C -1.0530 -2.8153 -1.7075
C -2.2630 -2.1384 -1.7687
C -3.1469 -2.3943 -2.8084
C -2.8191 -3.3211 -3.7874
C -1.6081 -4.0016 -3.7183
C -0.7281 -3.7566 -2.6766
H 0.3350 -6.4231 2.9450
H -1.9068 -5.7765 2.1259
H -2.1443 -3.9983 0.4324
H 2.1022 -3.5219 0.3307
H 2.3465 -5.3111 2.0294
H -2.5086 -1.4216 -0.9920
H -4.0967 -1.8760 -2.8452
H -3.5091 -3.5255 -4.5954
H -1.3542 -4.7322 -4.4751
H 0.2142 -4.2866 -2.6099
O 0.0764 0.9607 0.2132
C 0.4006 2.0970 -0.3395
O 1.2044 2.2090 -1.2668
C -0.3011 3.2826 0.2394
C -0.0580 4.5340 -0.3089
C -0.6873 5.6804 0.1814
C -1.5532 5.5032 1.2321
O -2.2774 6.4484 1.8901
C -3.0513 5.7532 2.8718
O -2.6820 4.3743 2.8207
C -1.7950 4.2549 1.7859
C -1.1883 3.1225 1.3185
H 0.6393 4.6049 -1.1321
H -0.5048 6.6592 -0.2383
H -4.1111 5.8561 2.6327
H -2.8219 6.1541 3.8589
H -1.3729 2.1496 1.7503
O 0.2686 -0.5993 -2.5215
S 0.4581 0.5786 -3.4829
C -0.1053 -0.1605 -5.0483
C -1.3433 0.6038 -5.5110
C -2.0810 1.0019 -4.2380
C -1.0220 1.6097 -3.3293
H -0.3410 -1.1893 -4.7685
H 0.7201 -0.1550 -5.7572
H -1.9494 -0.0192 -6.1679
H -1.0544 1.4930 -6.0753
H -2.5076 0.1160 -3.7640
H -2.8878 1.7098 -4.4257
H -1.2709 1.6412 -2.2702
H -0.7203 2.6116 -3.6423



[2]
87
Properties=species:S:1:pos:R:3 method="wB97M-V/def2-TZVPD" charge=-2 homo_energy_ev=-1.1604 molar_mass_g_mol=991.05 largest_force_ev_per_a=2.4 lumo_energy_ev=2.89 relative_energy_kcal_mol=30.3
Ba -1.2546 -0.0356 0.8553
Cl -6.8030 -1.9208 5.3096
C -5.3890 -1.1089 4.6800
C -4.8070 -1.5948 3.5198
C -3.6728 -1.0042 2.9578
N -3.0918 -1.4464 1.7505
C -3.5120 -2.5358 1.0972
O -4.4011 -3.3510 1.3854
C -2.7788 -2.8455 -0.2381
C -3.2390 -3.9189 -0.9960
C -2.5999 -4.2262 -2.1830
C -1.5242 -3.4540 -2.6012
C -1.1385 -2.3938 -1.8012
N -1.7427 -2.1106 -0.6478
C -3.0823 0.1178 3.6456
C -3.7102 0.5875 4.7985
C -4.8500 -0.0100 5.3118
Cl -5.5600 0.6499 6.7658
N -1.9300 0.7328 3.1124
C -1.1195 1.4912 3.8589
O -1.1697 1.7633 5.0676
C 0.0705 2.1353 3.1048
C 0.7539 3.1664 3.7423
C 1.8264 3.7589 3.1009
C 2.2064 3.2994 1.8478
C 1.4874 2.2571 1.2880
N 0.4409 1.6961 1.8985
H -5.2398 -2.4487 3.0272
H -4.0845 -4.4766 -0.6212
H -2.9416 -5.0595 -2.7861
H -0.9979 -3.6581 -3.5242
H -0.3194 -1.7448 -2.0871
H -3.2805 1.4293 5.3152
H 0.4169 3.4661 4.7238
H 2.3634 4.5736 3.5732
H 3.0336 3.7363 1.3042
H 1.7438 1.8691 0.3066
Se 2.8052 -1.7036 -2.8300
N 1.9795 -2.0418 -1.2967
C 2.2081 -3.2999 -0.9780
C 1.6859 -3.9336 0.1971
C 2.0137 -5.2256 0.4335
C 2.8618 -5.9636 -0.4632
C 3.3620 -5.4051 -1.5910
C 3.0365 -4.0422 -1.8941
N 3.4424 -3.3737 -2.9569
H 1.0378 -3.3706 0.8583
H 1.6238 -5.7240 1.3122
H 3.0971 -6.9938 -0.2247
H 3.9916 -5.9589 -2.2752
C -4.2262 0.4404 -2.1136
Si -2.9614 1.6222 -1.2387
C -2.4324 2.7095 -2.7433
C -4.1996 2.8394 -0.3806
H -5.0092 0.9985 -2.6454
H -4.7183 -0.2218 -1.3927
H -3.7168 -0.2003 -2.8431
H -3.2973 3.0249 -3.3433
H -1.7379 2.1719 -3.3963
H -1.9134 3.6121 -2.4027
H -4.9197 3.2689 -1.0913
H -3.6642 3.6660 0.0982
H -4.7679 2.3301 0.4050
C 3.2578 -1.4798 3.5377
C 2.2775 -1.2602 2.4070
N 2.7999 -0.7872 1.2537
O 1.0861 -1.4761 2.5674
H 4.2876 -1.2466 3.2693
H 3.1905 -2.5199 3.8546
H 2.9507 -0.8549 4.3755
H 3.7930 -0.7255 1.1268
H 2.2302 -0.7366 0.4180
O 6.1940 5.0122 -5.3811
C 5.0222 5.3561 -4.7668
O 4.6991 6.5161 -4.7695
C 4.2457 4.2583 -4.1536
C 4.7180 2.9496 -4.0130
C 3.9474 1.9702 -3.4229
C 2.6516 2.2404 -2.9374
S 1.6760 1.0300 -2.1804
C 2.1870 3.5646 -3.0860
C 2.9637 4.5409 -3.6698
H 6.2910 4.0543 -5.3498
H 5.7173 2.6642 -4.3334
H 4.3473 0.9702 -3.3120
H 1.1918 3.7971 -2.7282
H 2.5896 5.5515 -3.7721



[3]
80
Properties=species:S:1:pos:R:3 method="wB97M-V/def2-TZVPD" charge=+2 homo_energy_ev=-12.4931 molar_mass_g_mol=1190.02 largest_force_ev_per_a=1.4 lumo_energy_ev=-6.13
Bi 0.1949 0.0080 0.4502
I -2.6780 2.2674 -1.1489
C -2.8740 1.0228 -2.8751
I -1.5233 -0.6331 -2.8684
H -2.6650 1.6324 -3.7445
H -3.8837 0.6339 -2.8948
Te 1.8953 -1.7314 4.0257
C 1.5502 -3.2505 5.4881
C 1.4112 -4.5759 5.1120
C 1.1480 -5.5108 6.1045
N 1.0359 -5.1968 7.3908
C 1.2057 -3.9298 7.7435
C 1.4632 -2.9146 6.8290
C 0.6210 -2.6871 2.5093
P 1.4457 -2.2612 0.9739
C 0.8322 -3.2685 -0.3955
C 0.9559 -2.7774 -1.6961
C 0.5825 -3.5685 -2.7704
C 0.0940 -4.8487 -2.5449
C -0.0114 -5.3426 -1.2517
C 0.3570 -4.5559 -0.1715
C 3.2214 -2.5502 1.0773
C 4.1653 -1.5604 0.8362
C 5.5080 -1.8490 1.0289
C 5.8934 -3.1107 1.4564
C 4.9436 -4.0997 1.6851
C 3.6011 -3.8255 1.4943
P -0.8034 -1.5772 2.3440
C -2.1047 -2.3519 1.3366
C -2.3459 -3.7202 1.4237
C -3.4184 -4.2716 0.7440
C -4.2612 -3.4598 -0.0061
C -4.0346 -2.0936 -0.0774
C -2.9564 -1.5373 0.5910
C -1.6392 -1.3321 3.9352
C -1.6329 -2.4202 4.8065
C -2.3396 -2.3440 5.9949
C -3.0491 -1.1916 6.3071
C -3.0670 -0.1166 5.4297
C -2.3691 -0.1846 4.2328
H 1.4852 -4.8712 4.0732
H 1.0202 -6.5589 5.8564
H 1.1207 -3.7084 8.8018
H 1.5795 -1.8914 7.1639
H 1.3824 -1.7916 -1.8656
H 0.6882 -3.1930 -3.7805
H -0.1926 -5.4687 -3.3838
H -0.3764 -6.3472 -1.0838
H 0.2772 -4.9316 0.8411
H 3.8517 -0.5793 0.4964
H 6.2557 -1.0878 0.8507
H 6.9419 -3.3305 1.6067
H 5.2492 -5.0836 2.0144
H 2.8497 -4.5861 1.6689
H -1.6963 -4.3414 2.0288
H -3.6079 -5.3349 0.8089
H -5.1063 -3.8902 -0.5265
H -4.7119 -1.4638 -0.6402
H -2.7968 -0.4627 0.5598
H -1.0816 -3.3124 4.5441
H -2.3391 -3.1870 6.6736
H -3.6083 -1.1379 7.2318
H -3.6370 0.7702 5.6738
H -2.4133 0.6406 3.5294
C 3.4585 3.9291 -0.1083
N 2.6585 3.3656 0.9863
C 2.4461 4.0567 2.1344
C 1.6700 3.5686 3.1259
C 1.0174 2.3203 2.9343
N 1.2112 1.6549 1.7696
C 2.0671 2.1437 0.8075
O 2.2349 1.4679 -0.2100
N 0.2070 1.8409 3.8576
H 4.2517 4.5477 0.3017
H 2.8284 4.5339 -0.7600
H 3.8845 3.1208 -0.6917
H 2.9293 5.0209 2.2094
H 1.5283 4.1203 4.0426
H 0.1195 2.3207 4.7391
H -0.1651 0.9044 3.8087